2 unconnected molecules or ions with the total composition H5N2P at a distorted geometry, computed with ωB97M-V with the def2-TZVPD basis set.

Each atom is followed by the atoms it is bonded to, with distances in Å.
Positions of all 8 atoms, in Å:
1 N -0.351 -0.842 -1.179  P3 1.706, H4 1.033, H5 0.986
2 N -0.457 0.218 1.255  P3 1.759, H6 1.058, H7 0.959
3 P -0.997 0.526 -0.390  N1 1.706, N2 1.759
4 H -0.343 -1.047 -2.191  N1 1.033
5 H 0.599 -0.954 -0.943  N1 0.986
6 H -1.293 0.421 1.871  N2 1.058
7 H -0.279 -0.711 1.415  N2 0.959
8 H 0.245 2.253 -0.832  no bonds

The value obtained for the energy is -12347.944 eV. Its energy above the lowest of the compared OMol25 structures with the same formula, charge and spin is 1.8947 eV. Its HOMO energy is -7.98 eV. Its LUMO energy is 0.7 eV. Its molar mass is 64.0 g mol⁻¹.